Entry 1:
# C3H10NP

2 unconnected molecules or ions with the total composition C3H10NP at a distorted geometry (ωB97M-V/def2-TZVPD, OMol25).

E, Ha: -516.26086
Total charge: 0
E_LUMO (alpha / beta), eV: -1.4 / -1.4
Energy above the lowest of the compared OMol25 structures with the same formula, charge and spin, kcal/mol: 93.5
Spin multiplicity: 1
Frontier orbital gap (alpha / beta), eV: 7.28 / 7.26

Each line ends with the Löwdin charge.
Element x y z (Å)
C 0.734949 -0.381301 0.526827  -0.15
C -1.556791 0.169190 -0.525075  -0.05
C 0.036984 0.584707 -0.429773  -0.43
N 0.671073 0.480869 -1.766145  0.03
P 3.855691 -0.775818 0.766581  0.50
H 0.138095 -0.311963 1.494102  0.11
H 0.675417 -1.337729 0.176738  0.04
H 1.706965 -0.077534 0.807998  -0.10
H -1.579226 -0.855704 -0.754742  0.04
H -1.982789 0.699949 -1.367366  0.06
H -2.157015 0.380033 0.380783  0.07
H -0.011110 1.562576 -0.006897  0.10
H 1.333475 -0.285880 -1.674700  0.05
H 3.448249 0.328536 1.511022  -0.31
H 0.150474 0.086128 -2.510517  0.04

Forces on atoms 1 to 6 (eV/Å):
C -2.8 3.1 2.3
C 2.0 1.6 0.4
C -2.6 -2.1 -0.7
N 1.3 -0.1 1.2
P 0.5 -0.5 -0.3
H 0.7 -0.4 -0.9

---

Entry 2:
# C48H138N15O23P5S6

11 unconnected molecules or ions with the total composition C48H138N15O23P5S6 at a distorted geometry (ωB97M-V/def2-TZVPD, OMol25).

E, Ha: -8559.49068
Total charge: 0
E_LUMO, eV: 0.3
Energy above the lowest of the compared OMol25 structures with the same formula, charge and spin, kcal/mol: 31.8
Structure (SMILES): CN(C)P(=O)(N(C)C)N(C)C.CN(C)P(=O)(N(C)C)N(C)C.CN(C)P(=O)(N(C)C)N(C)C.CN(C)P(=O)(N(C)C)N(C)C.CN(C)P(=O)(N(C)C)N(C)C.CCOS(C)(=O)=O.CCOS(C)(=O)=O.CCOS(C)(=O)=O.CCOS(C)(=O)=O.CCOS(C)(=O)=O.CCOS(C)(=O)=O
Spin multiplicity: 1
Frontier orbital gap, eV: 8.44

Each line ends with the Löwdin charge.
Element x y z (Å)
C -0.277143 -18.900356 18.703301  -0.09
N -1.384617 -18.026856 19.179686  -0.29
C -2.580259 -18.775138 19.337034  -0.13
P -0.870955 -16.600436 19.940369  0.51
O 0.136449 -16.734565 20.978514  -0.27
N -0.337677 -15.655960 18.704835  -0.30
C -1.097521 -15.423725 17.458728  -0.10
C 0.889440 -14.851545 18.798368  -0.08
N -2.260689 -15.901262 20.537167  -0.31
C -3.381955 -15.526782 19.816259  -0.17
C -2.382336 -15.581035 21.922287  -0.12
H -0.421310 -19.951171 18.936089  0.07
H 0.672517 -18.541695 19.133766  0.07
H -0.227605 -18.757733 17.597349  0.06
H -2.486700 -19.624436 19.983628  0.07
H -2.835524 -19.166023 18.310654  0.10
H -3.440233 -18.187898 19.605665  0.07
H -0.440965 -15.248253 16.626907  0.06
H -1.617302 -16.386902 17.265863  0.08
H -1.760759 -14.562937 17.533036  0.08
H 1.465351 -15.128062 19.711336  0.07
H 1.462913 -15.283663 17.953432  0.08
H 0.647034 -13.807487 18.813820  0.07
H -3.392977 -15.981661 18.824055  0.08
H -4.236313 -16.032954 20.263203  0.09
H -3.630018 -14.475092 19.783179  0.09
H -3.049543 -16.258621 22.470237  0.07
H -2.788768 -14.527697 21.953436  0.10
H -1.407137 -15.497724 22.470997  0.09
C 7.396161 -22.156013 22.892701  -0.10
N 8.017561 -23.333014 22.284633  -0.33
C 8.818018 -24.013496 23.282031  -0.11
P 7.117039 -24.288491 21.281489  0.53
O 6.152942 -23.405203 20.475522  -0.33
N 8.314600 -24.940843 20.391335  -0.29
C 8.196454 -26.214486 19.730547  -0.11
C 9.637329 -24.263265 20.213893  -0.09
N 6.284892 -25.480495 22.027348  -0.27
C 6.803597 -26.638101 22.768817  -0.10
C 4.822649 -25.440810 22.189768  -0.09
H 8.178227 -21.636067 23.423061  0.07
H 6.639925 -22.537526 23.618740  0.10
H 6.910298 -21.438644 22.218630  0.06
H 8.134915 -24.465071 24.019467  0.09
H 9.413439 -23.311486 23.843539  0.08
H 9.457168 -24.742156 22.786754  0.07
H 9.059653 -26.376100 19.016970  0.11
H 8.229921 -27.098275 20.394430  0.07
H 7.241838 -26.188396 19.197449  0.08
H 10.500476 -24.808303 20.637211  0.09
H 9.711307 -24.205974 19.144646  0.07
H 9.657660 -23.230625 20.586128  0.08
H 6.378599 -27.588657 22.464884  0.08
H 7.844983 -26.687107 22.654999  0.05
H 6.506829 -26.536303 23.801393  0.08
H 4.449861 -26.381044 21.811859  0.07
H 4.320639 -24.553683 21.720801  0.07
H 4.619585 -25.406192 23.303511  0.10
C 1.574250 -17.557542 15.555715  -0.09
N 1.351584 -17.632063 14.088540  -0.27
C 0.475663 -18.798744 13.745375  -0.06
P 1.369172 -16.347634 13.091709  0.46
O 0.290529 -15.369192 13.072254  -0.28
N 2.800781 -15.591894 13.534972  -0.29
C 3.146877 -14.308520 12.901886  -0.11
C 4.052860 -16.326691 13.554958  -0.15
N 1.443243 -17.128825 11.616353  -0.31
C 0.625776 -16.646136 10.557199  -0.13
C 2.409601 -18.148323 11.195772  -0.10
H 0.590326 -17.696321 16.095029  0.07
H 2.052553 -16.663900 15.881335  0.06
H 2.209712 -18.401707 15.892336  0.07
H 0.519594 -18.842755 12.678024  0.05
H -0.531673 -18.723878 14.137032  0.09
H 0.919015 -19.731033 14.122786  0.06
H 3.888132 -14.513535 12.116008  0.08
H 2.294291 -13.933230 12.366685  0.06
H 3.463394 -13.587267 13.659213  0.09
H 4.375108 -16.694885 12.540791  0.09
H 4.847457 -15.703897 13.870674  0.06
H 4.060711 -17.170705 14.281092  0.08
H -0.188825 -17.385992 10.269487  0.11
H 0.183615 -15.709445 10.860555  0.07
H 1.171587 -16.448447 9.678448  0.06
H 1.945613 -19.019129 10.739944  0.08
H 3.087332 -18.405612 11.958991  0.05
H 2.911140 -17.802420 10.312254  0.07
C 4.525356 -28.197638 15.436775  -0.05
N 4.066793 -29.368811 16.316065  -0.29
C 4.834049 -30.571350 16.054064  -0.13
P 3.513251 -29.178384 17.854617  0.47
O 3.182007 -27.757496 18.134900  -0.27
N 2.387320 -30.322457 17.999846  -0.31
C 1.827602 -30.367835 19.354294  -0.09
C 1.367932 -30.404951 16.982255  -0.11
N 4.702697 -29.671812 18.930873  -0.29
C 5.249986 -28.633439 19.772115  -0.13
C 4.788926 -31.001104 19.484558  -0.13
H 4.745000 -28.640294 14.473798  0.07
H 5.419361 -27.696703 15.848809  0.08
H 3.798103 -27.366017 15.302809  0.06
H 4.318676 -31.460082 16.393835  0.07
H 5.779921 -30.524022 16.565845  0.07
H 5.100174 -30.643260 15.007612  0.08
H 0.761745 -30.012996 19.293011  0.11
H 1.808410 -31.362311 19.727329  0.08
H 2.272910 -29.757627 20.044863  0.04
H 0.990947 -31.460518 16.948592  0.10
H 0.527129 -29.816583 17.324775  0.07
H 1.755596 -30.077845 15.977449  0.10
H 6.293984 -28.901083 20.091167  0.09
H 5.441023 -27.701852 19.276798  0.05
H 4.617509 -28.425561 20.623388  0.07
H 5.818690 -31.389952 19.479481  0.09
H 4.208391 -31.661359 18.855843  0.06
H 4.329987 -30.983508 20.500146  0.09
C 4.099491 -19.639566 21.951839  -0.09
N 4.075199 -18.168885 22.194889  -0.26
C 3.421011 -17.482518 21.023908  -0.10
P 3.681659 -17.577425 23.735247  0.49
O 2.340392 -17.682306 24.295121  -0.28
N 4.747827 -18.286926 24.785091  -0.28
C 6.211026 -18.204382 24.592765  -0.09
C 4.258804 -18.992270 25.982039  -0.09
N 4.192319 -15.998074 23.696718  -0.31
C 5.419944 -15.513672 23.080561  -0.14
C 3.507969 -15.010506 24.543492  -0.11
H 4.936167 -20.117147 22.586310  0.10
H 4.450405 -19.743633 20.925838  0.03
H 3.171935 -20.157447 22.045585  0.05
H 3.278379 -16.431125 21.175607  0.05
H 2.389643 -17.870821 20.843492  0.06
H 3.965834 -17.597556 20.053569  0.09
H 6.624025 -19.168480 24.805088  0.07
H 6.376728 -17.830352 23.629663  0.03
H 6.640874 -17.542692 25.293327  0.06
H 4.187054 -20.101587 25.874433  0.09
H 4.757034 -18.687531 26.891585  0.08
H 3.264142 -18.684590 26.002021  0.03
H 5.645331 -16.213235 22.228045  0.07
H 5.332405 -14.511992 22.596478  0.09
H 6.248404 -15.502697 23.846316  0.09
H 4.174433 -14.597145 25.332762  0.08
H 2.660421 -15.435205 24.989580  0.04
H 3.154936 -14.075669 23.917957  0.11
C 0.897058 -26.254212 15.538646  -0.05
C 0.036367 -25.181204 15.985578  -0.24
O -0.213034 -24.118969 14.970620  -0.24
S 0.511612 -22.738626 15.217094  0.56
C -0.540948 -21.887320 16.402461  -0.08
O 1.751777 -22.995131 15.875149  -0.29
O 0.460761 -22.034925 13.979081  -0.28
H 0.276416 -26.901085 14.882705  0.10
H 1.096194 -26.917719 16.388213  0.08
H 1.824397 -25.920890 15.109818  0.06
H -0.951915 -25.456525 16.227981  0.11
H 0.356755 -24.615730 16.866073  0.07
H -0.227375 -20.889733 16.576786  0.03
H -0.534338 -22.443768 17.337416  0.07
H -1.518071 -21.846113 15.931601  0.08
C 0.168717 -21.217509 22.338127  -0.08
C -0.191584 -20.069571 23.130062  -0.21
O -1.360738 -20.358892 24.067263  -0.25
S -2.539716 -19.330321 24.106305  0.56
C -1.906750 -17.974115 25.007977  -0.11
O -2.763602 -18.885856 22.736121  -0.31
O -3.605566 -19.985860 24.807907  -0.27
H 0.185712 -22.168384 22.919960  0.09
H 1.171928 -21.262173 21.861786  0.08
H -0.576160 -21.429595 21.593677  0.07
H 0.631149 -19.840499 23.783596  0.10
H -0.460138 -19.175122 22.585320  0.10
H -0.949878 -17.593967 24.624136  0.09
H -1.949792 -18.025828 26.053395  0.06
H -2.536003 -17.181918 24.629384  0.05
C -2.041458 -25.058075 20.484023  -0.08
C -2.027041 -26.327446 21.262042  -0.21
O -0.627507 -26.887052 21.125667  -0.27
S 0.282261 -27.053104 22.465151  0.62
C 1.221901 -25.544423 22.554996  -0.12
O -0.487087 -27.040554 23.692632  -0.30
O 1.214804 -28.123037 22.127381  -0.31
H -3.038121 -24.631772 20.449732  0.08
H -1.739017 -25.215049 19.475638  0.06
H -1.456597 -24.294072 21.051809  0.09
H -2.139735 -26.074769 22.354335  0.12
H -2.748676 -27.060988 20.953130  0.11
H 1.890023 -25.723130 23.374509  0.06
H 0.575295 -24.718781 22.831039  0.06
H 1.628707 -25.280942 21.556401  0.05
C 8.787908 -17.671713 20.589885  -0.06
C 8.709995 -19.217634 20.786599  -0.18
O 8.667258 -19.829431 19.410422  -0.29
S 7.288055 -19.965601 18.646979  0.61
C 7.277316 -21.684418 18.393497  -0.13
O 6.261683 -19.537884 19.651923  -0.33
O 7.389386 -19.336165 17.339288  -0.29
H 9.764628 -17.416754 20.166686  0.08
H 8.745788 -17.253055 21.618071  0.08
H 7.938187 -17.231989 20.064867  0.08
H 9.634373 -19.625614 21.277582  0.13
H 7.821325 -19.603727 21.262239  0.07
H 6.398136 -21.903544 17.739474  0.08
H 7.313266 -22.283540 19.283834  0.02
H 8.221297 -21.822853 17.835928  0.09
C 3.767602 -20.837238 17.265784  -0.04
C 3.670020 -21.494692 18.654234  -0.19
O 2.468638 -22.349610 18.452543  -0.28
S 2.380245 -23.722584 19.306049  0.60
C 3.849119 -24.683629 18.781607  -0.07
O 2.544832 -23.419882 20.703123  -0.31
O 1.206440 -24.303194 18.776027  -0.28
H 4.675483 -20.185678 17.096017  0.09
H 2.883217 -20.184745 17.035085  0.08
H 3.833610 -21.623845 16.585707  0.02
H 4.508158 -22.115160 18.931739  0.08
H 3.476638 -20.730713 19.404966  0.10
H 3.886845 -24.564766 17.719537  0.06
H 3.798470 -25.732406 19.057626  0.05
H 4.666811 -24.219001 19.286650  0.00
C 1.865716 -25.481948 11.573905  -0.07
C 3.291001 -25.860860 11.919865  -0.21
O 3.514900 -25.326337 13.253403  -0.28
S 4.848023 -24.592606 13.641892  0.56
C 4.529747 -22.893258 13.922206  -0.11
O 5.191969 -25.092910 14.944757  -0.29
O 5.764114 -24.755173 12.557023  -0.28
H 1.577496 -25.761584 10.509078  0.10
H 1.577397 -24.457591 11.676559  0.07
H 1.095991 -25.920550 12.224243  0.07
H 3.643460 -26.875403 11.860426  0.12
H 3.929531 -25.240221 11.241193  0.12
H 5.228178 -22.565559 14.636672  0.05
H 3.542862 -22.837210 14.453154  0.06
H 4.436106 -22.250816 13.059589  0.08

Forces on atoms 1 to 6 (eV/Å):
C 0.0 1.8 -0.8
N 1.8 0.3 0.5
C -1.1 -0.2 -1.9
P -2.1 -0.2 -0.9
O 1.2 -0.3 1.0
N 0.2 0.3 -0.8